No. 1
Computed, not measured: a molecular structure, C22H41AlClNP3S in a non-equilibrium geometry, with ωB97M-V/def2-TZVPD.

Structure (XYZ):
```
70
Properties=species:S:1:pos:R:3:forces:R:3
H 6.408 -0.879 -2.523 0.01 -0.01 -0.21
H 0.615 2.992 -1.135 0.27 0.62 0.40
C 1.977 3.460 0.332 0.31 3.22 -2.42
H 0.187 1.148 3.713 0.01 0.20 -0.30
C 5.680 -0.923 -3.340 0.10 -0.05 0.03
C 4.107 0.237 1.576 -1.11 0.84 0.34
H 4.271 -2.321 -0.520 -0.03 -0.16 -0.42
H -3.279 3.557 -2.034 -0.01 0.03 0.35
H 4.141 0.854 4.950 -0.12 -0.11 -0.39
C 4.501 0.165 2.911 0.00 0.30 0.10
H -2.853 0.082 -0.596 -0.02 0.18 -0.44
P 4.053 -1.133 -2.613 0.19 -0.05 0.24
C -1.914 -1.016 1.710 -0.16 0.27 -0.11
H 5.401 -0.390 3.158 -0.09 0.17 0.10
C 2.816 -1.256 -3.916 -0.23 0.08 -0.06
C -2.557 0.554 -1.540 -0.33 0.01 -0.19
H -2.731 -0.838 0.999 0.19 -0.17 0.44
S 2.517 0.922 -0.444 -2.12 1.23 0.10
H 2.953 -3.020 -1.513 0.46 0.22 -0.08
H 2.032 2.099 4.324 0.48 -0.22 -0.12
C -2.809 2.314 4.716 0.30 -0.20 -0.41
H 1.268 2.183 2.048 1.26 -0.58 0.61
H 0.561 -2.303 2.218 0.05 0.23 0.12
H -0.155 1.665 -3.199 -0.19 0.19 0.07
C -3.207 2.848 3.489 -0.25 0.32 -0.44
H 5.928 -1.751 -4.018 -0.09 0.18 0.22
H -0.773 -1.396 -1.095 0.15 -0.14 0.04
C 3.977 -2.605 -1.544 0.13 -0.11 -0.02
H 1.814 -1.029 2.085 -0.11 -0.18 0.13
H -2.144 -0.539 2.674 -0.02 -0.19 -0.28
Al -0.167 1.928 0.721 -0.66 -1.04 0.15
Cl -4.852 3.326 3.257 0.57 0.14 0.04
C -0.036 -1.548 -0.306 -0.04 0.04 -0.46
C 0.636 3.461 -0.133 1.47 0.78 -0.96
H -0.486 3.405 -2.957 -0.10 -0.15 -0.09
H -1.757 2.342 -3.625 0.10 0.01 0.09
H 2.190 4.116 1.176 0.10 -0.91 0.61
P -1.589 2.050 -1.254 -1.18 -0.56 -0.33
C -0.921 2.402 -2.920 0.43 -0.03 0.29
C -2.851 3.345 -1.044 -0.06 0.06 0.08
H 3.770 0.002 -1.736 0.39 -1.01 -1.06
P -0.303 -0.415 1.071 -0.08 -1.66 0.79
H -3.484 2.333 5.563 0.02 -0.06 -0.04
H -3.639 2.982 -0.368 0.17 0.15 -0.28
C -1.557 1.714 4.773 0.07 0.20 -0.09
C -0.742 1.696 3.654 -0.55 0.11 -0.14
H 0.972 -1.410 -0.699 -0.12 -0.05 0.02
H -2.590 3.430 1.486 0.18 -0.22 0.45
H 0.534 -0.896 3.321 0.09 -0.14 -0.19
H 2.638 -0.261 -4.341 0.08 -0.21 0.00
H 0.123 4.444 -0.121 0.07 -0.49 0.70
C 2.908 0.922 1.236 1.43 -0.12 1.46
C -2.310 2.935 2.420 0.44 -1.00 0.59
H -3.452 0.864 -2.094 0.09 -0.37 0.03
H 2.787 3.506 -0.416 -0.28 -0.92 0.80
H 1.875 -1.639 -3.502 0.22 0.08 -0.11
H 4.700 -0.122 0.731 -0.04 -0.23 0.60
H 5.705 0.021 -3.896 0.01 -0.18 0.10
H 3.157 -1.929 -4.717 -0.06 0.18 0.31
H -1.967 -0.145 -2.144 -0.30 0.11 0.08
C 2.192 1.574 2.267 -0.22 -0.19 -1.18
N -1.088 2.296 2.489 -0.89 0.65 -0.20
C 2.617 1.551 3.576 0.71 -0.25 0.83
H -0.152 -2.554 0.110 0.01 0.11 -0.21
H -1.787 -2.101 1.856 -0.19 0.41 0.01
C 3.786 0.846 3.917 -0.40 0.05 -0.32
C 0.765 -1.229 2.304 0.22 0.21 0.12
H -1.184 1.227 5.665 -0.17 0.10 0.10
H 4.669 -3.380 -1.926 -0.38 0.36 0.22
H -2.414 4.262 -0.631 -0.15 -0.09 -0.19
```
Forces are in eV/Å.

Its charge is +3. For the orbital gap (spin up / spin down), the calculation gives 5.9332 / 5.9342 eV. For the largest force on an atom, the calculation gives 4.040 eV/Å. The value obtained for the HOMO energy (spin up / spin down) is -15.856 / -15.856 eV. The energy is -3041.5534 Ha.

Population analysis type Mulliken, resulting atomic charges in e: 0.366, -0.059, -1.182, 0.216, -1.044, -0.895, 0.320, 0.539, 0.450, -0.694, 0.159, 0.977, -1.125, 0.473, -1.084, -1.311, 0.363, -0.528, 0.391, 0.604, -0.414, 0.284, 0.656, 0.335, -0.180, 0.393, 0.415, -1.050, 0.227, 0.321, -0.414, -0.124, -1.055, 0.276, 0.471, 0.525, 0.330, 1.433, -1.467, -1.605, -0.050, 1.070, 0.508, 0.453, -1.073, 0.180, -0.026, 0.673, 0.325, 0.376, 0.653, 0.977, -0.431, 0.574, 0.349, 0.352, 0.589, 0.378, 0.394, 0.320, 0.202, 0.663, -0.945, 0.658, 0.494, -0.985, -1.267, 0.510, 0.404, 0.386


No. 2
Computed, not measured: a molecular structure, C35H45AsN5RuSSb in a non-equilibrium geometry, with ωB97M-V/def2-TZVPD.

Structure (XYZ):
```
89
Properties=species:S:1:pos:R:3:forces:R:3
C -0.785 2.663 6.500 0.00 -0.03 -0.04
H -2.709 -3.267 0.197 0.03 0.02 -0.01
H -1.978 0.721 5.038 0.01 -0.01 0.00
H 2.600 2.578 1.980 0.04 0.05 -0.01
C -4.353 -0.424 -1.750 0.01 -0.03 0.01
C -1.841 3.814 1.185 0.06 0.03 -0.06
C -1.559 4.767 -1.063 0.00 0.00 -0.01
C 1.157 -1.198 -4.650 0.38 -0.26 -0.22
C 2.582 -2.289 -2.560 -0.69 0.51 -1.24
Ru 1.026 -1.452 -0.274 -0.10 0.53 1.82
H -0.183 3.519 6.797 -0.01 0.00 0.04
C -0.207 2.833 -0.568 0.21 -0.25 0.08
N 2.862 -2.345 -0.263 -0.63 -0.62 -1.40
C -1.484 5.953 -3.275 0.00 -0.03 0.05
N -0.477 -0.141 -0.170 -0.68 -1.45 -0.94
C 4.601 -3.522 -1.497 -0.03 0.04 -0.22
H 3.941 -3.009 -4.047 0.00 0.04 -0.06
H 4.522 -2.880 3.111 -0.03 0.02 0.00
H -4.743 1.402 -0.692 0.00 -0.01 -0.01
C 0.393 2.966 -1.832 0.01 -0.03 0.11
H -2.559 -4.974 0.685 0.02 -0.01 0.01
N 3.575 -2.536 3.131 0.25 0.03 -0.10
C -1.227 1.257 4.465 0.04 0.01 0.02
H -0.274 -6.575 0.944 -0.05 0.06 -0.05
C -0.512 -5.059 -1.839 0.15 0.15 0.16
H -3.655 -2.227 -2.682 0.01 0.01 0.00
N 1.423 -1.610 -2.313 0.44 -0.34 -0.31
C -0.035 3.973 -2.694 -0.03 0.04 -0.01
C -1.014 0.878 3.144 -0.05 0.00 -0.11
C 2.978 -2.266 1.960 -1.16 0.47 -0.13
C -3.396 -1.386 -2.049 -0.11 -0.03 -0.05
H 2.269 4.059 2.890 0.01 0.01 -0.02
H 5.461 -2.853 -1.580 0.02 -0.04 -0.01
C -1.177 3.776 -0.169 -0.09 -0.06 0.01
C -4.007 0.648 -0.939 -0.05 0.05 0.00
C 1.534 2.118 -2.346 -0.07 0.04 0.00
H -2.794 4.337 1.114 0.00 0.01 0.00
H 2.403 2.754 -2.521 0.02 -0.02 0.01
H 0.430 4.051 -3.671 0.00 0.00 0.00
H -5.358 -0.514 -2.140 0.01 0.01 -0.02
H 2.668 -2.018 -5.942 0.03 -0.05 0.01
H 1.452 -6.153 0.830 0.00 0.00 0.02
C -1.017 4.877 -2.337 0.04 -0.03 0.00
N 3.528 -2.667 0.848 1.16 -0.47 0.45
C 1.820 3.290 2.264 -0.11 -0.10 0.00
H 3.271 -2.027 3.943 -0.03 -0.10 0.04
C -1.856 -0.256 2.614 0.04 0.02 0.09
H -0.963 -4.368 -2.550 0.00 0.01 0.02
H 1.831 1.330 -1.663 0.05 -0.05 -0.02
H -2.106 -3.675 1.815 0.02 0.00 0.00
H -1.193 -5.887 -1.652 0.00 -0.01 0.00
C 2.321 -1.911 -4.923 -0.45 0.29 -0.19
H -2.019 2.828 1.604 -0.02 0.07 0.10
H -1.217 4.359 1.896 -0.01 -0.06 0.07
C -2.727 0.762 -0.432 0.30 -0.19 -0.02
H 1.457 3.765 1.349 0.04 0.08 0.00
H -1.419 -0.724 1.740 -0.04 -0.05 0.05
C -0.066 1.584 2.394 0.18 -0.06 -0.08
C -2.116 -1.285 -1.541 0.22 0.25 0.14
S 1.427 -1.431 2.033 0.25 -0.53 0.46
H -1.369 -2.029 -1.786 0.02 -0.06 0.01
C 0.754 -1.081 -3.338 -0.31 0.05 0.14
H -2.858 0.094 2.355 0.02 -0.03 -0.03
H 0.574 -0.752 -5.443 -0.02 0.04 0.04
C 0.712 2.584 3.005 -0.01 -0.07 -0.17
H 0.489 -5.575 2.205 0.01 0.03 -0.01
H -1.328 6.938 -2.834 0.00 0.01 -0.03
As 0.449 1.286 0.518 0.37 0.49 -0.23
H 4.604 -4.196 -2.352 0.00 0.02 -0.02
C 3.333 -2.736 -1.420 0.56 -0.09 1.58
C 3.026 -2.459 -3.878 0.24 -0.18 0.71
C 0.463 2.924 4.325 -0.03 0.01 0.08
Sb -0.111 -4.070 0.023 -0.35 1.06 -0.34
H 0.418 -5.441 -2.257 -0.01 -0.01 -0.02
C -0.517 2.282 5.072 0.00 0.00 -0.05
H -2.466 1.587 0.212 -0.09 -0.03 -0.04
H -2.316 5.479 -0.752 0.00 -0.01 0.01
H 1.051 3.711 4.785 0.01 -0.01 -0.01
C -1.744 -0.205 -0.715 -0.64 0.27 -0.03
H 1.270 1.668 -3.304 0.00 -0.02 -0.01
H -1.961 -1.020 3.385 -0.04 0.02 0.03
H -0.950 5.910 -4.223 -0.01 0.02 -0.01
C 0.469 -5.806 1.143 0.33 0.41 -0.07
H 4.719 -4.097 -0.583 0.02 0.00 -0.02
H -0.555 1.831 7.168 0.00 0.02 0.02
H -2.551 5.849 -3.475 0.00 0.02 -0.02
C -2.121 -3.980 0.770 0.29 0.08 -0.04
H -0.153 -0.543 -3.090 0.03 0.01 0.07
H -1.837 2.913 6.641 0.01 0.02 0.02
```
Forces are in eV/Å.

Its charge is +1. Its spin multiplicity is 2. For the orbital gap (spin up / spin down), the calculation gives 6.4190 / 6.1319 eV. The expectation value of S² is 0.770. For the largest force on an atom, the calculation gives 1.895 eV/Å. The value obtained for the HOMO energy (spin up / spin down) is -9.890 / -10.058 eV. The energy is -4603.3731 Ha.

Population analysis type Mulliken, resulting atomic charges in e: -1.559, 0.325, 0.485, 0.327, -0.825, -1.792, -1.036, -1.010, 0.403, 0.340, 0.369, 0.577, 1.163, -1.570, 1.055, -1.734, 0.398, 0.253, 0.494, 0.002, 0.493, -0.409, -0.912, 0.400, -1.317, 0.471, 0.901, -0.864, 1.271, 0.548, -0.960, 0.448, 0.296, 1.181, -1.079, -2.186, 0.465, 0.507, 0.374, 0.419, 0.443, 0.383, 0.621, -1.477, -1.822, 0.235, -1.181, 0.372, 0.101, 0.380, 0.437, -0.640, 0.210, 0.371, -0.379, 0.318, -0.648, 0.498, -0.735, -0.442, 0.479, -0.992, 0.414, 0.512, -0.348, 0.383, 0.350, 2.862, 0.498, 0.763, -0.821, -0.974, 0.629, 0.429, 0.508, 0.647, 0.475, 0.324, 0.149, 0.336, 0.607, 0.365, -1.223, 0.438, 0.335, 0.342, -1.250, 0.656, 0.351


No. 3
Computed, not measured: 15 unconnected molecules or ions with the total composition C32H84BO36 in a non-equilibrium geometry, with ωB97M-V/def2-TZVPD.

Structure (XYZ):
```
153
Properties=species:S:1:pos:R:3:forces:R:3
H 2.322 5.908 -0.111 -0.11 0.17 -0.61
C 5.743 4.266 0.467 1.18 0.92 1.30
O -2.234 -2.048 0.402 -0.97 -0.46 0.35
C -0.222 -2.155 -5.613 -0.54 -0.43 -0.26
H 1.765 2.252 4.996 -0.19 0.13 0.17
H 4.697 4.394 0.201 0.07 -0.42 -0.64
H -5.675 -1.505 -2.346 -0.11 0.32 -0.24
O 1.167 -3.525 3.475 -0.32 -0.23 0.16
H 0.523 -2.156 2.177 -0.27 0.26 0.00
H 2.726 0.250 -2.700 -0.36 0.24 0.02
O -4.275 0.139 3.187 0.17 0.21 -0.62
H -5.904 -0.661 2.324 0.09 -0.72 -0.28
H -4.425 -0.471 3.911 0.12 0.02 0.10
H -4.080 -5.106 1.786 -0.45 0.04 -0.09
H 6.231 2.243 0.459 0.20 -0.26 0.36
H -5.632 -5.296 -0.839 0.13 0.19 0.22
H -1.550 2.962 -0.938 0.16 -0.97 -0.36
O 1.188 -1.228 5.326 -0.46 0.33 -0.07
H -2.621 -3.489 1.865 -0.22 0.20 -0.02
H -4.234 -5.048 4.354 0.04 -0.20 -0.11
O 7.042 3.167 2.180 0.39 0.24 -0.03
O 3.020 -4.882 -3.670 -0.01 0.69 -0.43
O -5.684 1.676 1.088 -0.14 -1.34 0.42
H -0.013 2.017 3.246 -0.11 -0.15 0.05
H 0.169 5.807 -1.396 0.35 -0.13 -0.12
B 0.368 0.078 -0.199 0.17 0.93 0.10
O -0.516 3.898 3.537 -1.13 -0.03 0.49
H -5.716 -3.728 -2.641 0.02 -0.17 0.05
H -0.945 7.232 -0.043 0.01 -0.01 0.08
H -3.627 1.919 3.076 -0.24 0.26 -0.12
H -1.864 1.104 2.306 -0.29 -0.03 -0.21
O 1.378 7.796 0.108 -0.46 -0.17 -1.01
H 0.790 -3.951 4.248 0.01 0.11 0.05
O -3.215 2.668 2.616 0.13 -0.24 0.08
C -0.950 2.538 3.506 1.85 -0.42 -1.00
O -3.173 -3.523 2.655 -0.28 0.05 0.67
H -4.045 0.739 0.350 0.24 -0.29 0.38
O 5.176 -2.817 3.417 0.21 -0.19 -0.05
C 1.360 -1.176 3.903 0.34 -0.40 0.46
C -4.734 -3.881 -2.182 -0.43 -0.01 -0.02
C 5.462 -2.439 1.050 0.36 0.87 -0.36
O -1.162 -2.247 -2.256 0.23 -0.19 -0.20
C 1.572 1.986 0.247 0.72 0.29 -1.16
H -0.037 2.568 -2.837 -0.10 0.72 0.04
H 1.499 6.230 1.338 -0.56 -0.56 0.06
C -4.768 -5.234 -1.509 -0.19 -0.46 -0.55
H 3.027 -0.565 -4.989 -0.18 0.04 -0.10
O 2.552 0.239 -4.751 0.62 -0.22 -0.27
C 3.650 1.520 4.391 1.39 1.22 1.29
O -3.279 3.074 -2.066 -0.04 -0.44 -0.52
H 3.250 2.524 -2.453 0.15 -0.10 0.16
H 4.508 1.958 3.866 0.03 -0.03 -0.07
H -5.673 -5.562 3.404 0.02 -0.09 0.16
H 7.272 -1.763 1.502 -0.02 -0.01 -0.05
O 0.156 -0.536 -1.558 0.50 -0.23 0.48
C 6.011 2.984 1.237 -1.41 0.04 -1.09
O 6.632 4.452 -0.634 -0.39 -0.15 -0.39
H -1.314 1.556 -3.213 -0.56 0.13 0.12
H -0.485 -2.235 3.679 -0.12 -0.06 -0.16
H 3.684 -3.119 2.127 -0.18 0.30 -0.29
C -0.474 -0.671 -5.820 0.01 -0.34 0.86
H -5.307 -3.044 4.613 0.13 -0.07 -0.03
C 1.398 6.369 0.254 1.44 -0.04 1.77
H -3.669 -6.288 -0.287 0.02 -0.04 -0.01
H 2.425 -1.356 3.749 -0.11 -0.05 -0.62
C 4.504 -2.407 2.216 0.50 -0.37 0.58
H 2.471 3.707 6.520 0.00 0.00 0.08
H 1.500 -5.136 -2.313 0.32 -0.19 0.27
H -3.713 3.572 -1.369 0.08 0.00 0.08
H 7.511 4.555 -0.260 -0.01 -0.03 0.01
C -4.993 0.437 0.814 0.71 0.99 -0.46
H 0.181 4.630 -0.095 0.07 0.00 0.32
O 1.619 -0.289 0.491 0.17 -0.82 -0.51
H 5.982 -3.392 0.933 -0.15 -0.12 0.18
C 0.521 -2.264 3.260 1.04 -0.10 -0.16
O 3.168 3.129 6.202 0.69 0.11 0.02
H 1.983 -1.614 5.698 0.09 0.11 0.02
O 3.510 0.787 1.107 -0.04 -0.19 -0.09
H 2.750 3.428 4.155 0.03 0.35 0.21
O -6.369 0.040 -3.558 -0.09 0.44 -0.24
H -3.775 -1.984 -3.924 0.18 0.14 0.20
C -0.790 -1.450 -1.448 -0.44 0.58 0.39
H 4.151 1.414 6.236 0.02 -0.18 0.05
H 5.003 -2.181 0.095 -0.42 -0.20 0.15
H -1.646 0.392 -6.898 -0.37 -0.04 0.02
H 4.609 3.026 -4.088 -0.01 0.01 0.03
C 2.776 2.663 4.935 -1.31 -0.98 -1.57
C 3.147 0.752 -3.584 0.11 0.20 1.17
O -1.701 -0.502 -6.541 0.67 0.17 -0.26
H 5.049 2.712 1.684 0.27 -0.24 0.32
H 0.702 -2.376 -5.065 0.05 0.41 -0.01
H -1.616 4.301 -1.883 -0.23 0.07 -0.66
O -4.581 -2.808 -1.284 0.24 -0.22 0.57
C 2.398 0.763 0.667 -0.32 0.16 0.56
C -1.404 -1.317 -0.036 0.64 -0.39 -0.61
O 6.430 -1.376 1.248 0.20 -0.31 0.14
H -7.236 -0.016 -3.154 0.04 -0.17 0.10
H 4.224 0.596 -3.417 0.08 -0.34 -0.92
H -0.176 -2.710 -6.556 0.16 0.32 -0.10
C -5.660 -1.159 -3.385 0.51 -0.49 -0.09
C 2.196 -4.349 -2.649 -0.94 -1.47 0.41
H 3.526 -4.748 -1.095 -0.04 0.18 0.72
O 3.697 3.004 -4.390 -0.34 0.12 -0.49
H -1.322 -2.605 -3.988 0.35 0.20 -0.75
H 1.124 -0.189 3.494 -0.27 0.04 0.29
H 1.430 -3.660 -3.022 0.84 0.65 -0.52
C -4.187 -0.983 -3.776 -0.16 0.59 0.13
C 2.952 2.245 -3.470 -0.13 -0.20 1.34
H 5.953 5.092 1.163 -0.25 -0.04 0.16
H -4.033 -3.835 -3.024 0.34 -0.17 0.34
O -3.547 -5.511 -0.838 0.07 0.34 0.09
O 0.441 1.546 -0.270 -0.48 -0.06 -0.10
H 3.669 -5.470 -3.276 -0.08 -0.04 0.11
C -4.386 -4.233 2.380 1.43 -0.39 -0.65
H -5.048 -3.594 1.787 -0.27 -0.24 0.14
H -4.294 -1.354 1.714 -0.22 -0.11 0.19
H 4.177 -1.375 2.359 -0.33 -0.09 -0.34
H 7.433 2.320 2.404 -0.13 -0.10 -0.02
H 1.887 2.486 -3.452 0.12 0.22 -0.86
H -3.800 -2.935 -0.729 0.24 -0.04 -0.17
O -0.782 -0.365 0.587 0.09 0.28 0.49
H -4.933 -5.987 -2.292 -0.01 0.04 -0.03
C -4.868 -0.476 2.014 -0.55 0.47 0.14
H 2.121 8.155 0.593 0.05 -0.02 0.05
C -1.903 2.195 2.374 0.43 -0.05 0.86
O 4.162 0.780 5.507 -0.38 -0.38 -0.52
H 5.994 -2.311 3.486 -0.19 0.17 0.04
H -1.330 4.415 3.632 0.30 0.13 -0.11
O -5.853 -3.752 4.262 -0.09 -0.08 0.15
O -1.009 6.296 0.176 0.02 -0.31 0.22
H 3.639 -3.064 -1.677 0.21 -0.07 -0.03
H 0.353 -0.139 -6.296 -0.01 -0.16 -0.03
C -1.106 2.626 -3.075 -0.30 -1.40 -0.36
H -0.597 -0.284 -4.795 0.07 0.32 -0.24
O -4.032 -0.204 -4.944 -0.17 -0.31 -0.48
H -6.045 -1.991 -3.995 -0.36 0.29 -0.25
O 2.006 -3.429 -0.474 0.38 -0.48 0.62
H 1.336 -2.924 -0.944 0.10 0.08 -0.06
H -3.298 -0.547 -5.485 -0.17 0.09 0.33
C 0.195 5.691 -0.306 -0.88 1.12 -0.75
C -1.882 3.231 -1.951 0.23 1.68 1.49
H -3.667 -0.451 -2.967 0.02 -0.28 0.15
H -0.591 3.750 -4.537 -0.26 0.14 -0.26
H -5.485 -0.150 0.032 -0.35 0.14 0.15
O -1.342 -2.719 -4.961 -0.41 -0.44 0.52
H -1.496 2.601 1.449 -0.20 0.19 -0.09
O 1.980 3.112 0.201 -0.16 0.00 0.42
H -1.212 2.107 4.478 -0.50 0.42 0.07
C 2.955 -3.879 -1.421 -0.76 0.65 -1.14
H 3.131 0.916 3.654 -0.22 -0.25 0.33
O -1.397 3.264 -4.330 0.85 0.02 0.47
C -5.011 -4.735 3.653 -0.42 0.81 -0.08
H -5.687 1.688 2.054 -0.13 0.60 -0.15
```
Forces are in eV/Å.

Its charge is -1. For the orbital gap, the calculation gives 8.8432 eV. For the largest force on an atom, the calculation gives 2.286 eV/Å. The value obtained for the HOMO energy is -6.960 eV. The energy is -4003.2110 Ha.

Atomic partial charges in e from the Mulliken method, atoms 1 to 99: 0.163, -0.506, -0.343, -0.514, 0.245, 0.098, 0.041, -0.609, -0.572, -0.082, -0.529, 0.644, 0.186, -0.068, 0.270, 0.347, -0.538, -0.709, 0.099, 0.288, -0.596, -0.571, -0.571, -0.403, 0.270, 0.706, -0.519, 0.347, 0.334, 0.461, -0.169, -0.594, 0.299, -0.624, 0.015, -0.382, -0.290, -0.638, 1.479, -0.150, -0.362, -1.023, 0.499, -0.560, 0.270, -0.779, 0.282, -0.455, 0.741, -0.537, 0.070, -0.195, 0.340, 0.294, -0.057, 0.449, -0.587, -0.620, 0.397, 0.237, 0.340, 0.301, -0.147, 0.274, 0.093, 1.110, 0.350, 0.273, 0.359, 0.308, 0.124, -0.287, -0.043, 0.431, 0.135, -0.654, 0.433, -0.516, 0.305, -0.533, -0.064, 0.409, 0.384, -0.160, 0.311, 0.373, -0.161, 0.043, -0.611, -0.161, -0.021, 0.190, -0.050, 0.126, 0.508, -0.542, 0.319, 0.399, 0.365